Computed, not measured: a molecular structure, CH2MnO4 at a distorted geometry, with the ωB97M-V functional and the def2-TZVPD basis.

Geometry as ORCA input:
```
! RIJCOSX wB97M-V def2-TZVPD def2/J DEFGRID3
* xyz -1 7
O -0.7686 1.0275 0.8612
O -1.3976 0.6820 -1.1487
C -1.4038 0.2384 0.0411
H 2.0990 -0.8469 -0.4082
Mn 0.9869 1.5113 0.1196
O -1.1791 -1.0544 0.1825
H 0.1824 -1.1708 0.1919
O 1.4809 -0.3872 0.1606
*
```

Values from the calculation:
* expectation value of S²: 12.004
* highest occupied orbital energy (alpha / beta): -2.3 / -4.3 eV
* gap between HOMO and LUMO (alpha / beta): 6.1 / 7.9 eV

=====

Computed, not measured: C4H10N2O in the gas phase at a distorted geometry, with the ωB97M-V functional and the def2-TZVPD basis.

Geometry as ORCA input:
```
! RIJCOSX wB97M-V def2-TZVPD def2/J DEFGRID3
* xyz 0 1
H 2.2273 1.7865 0.1627
C -0.0386 -0.3340 0.2478
H 1.3926 -1.3720 -0.5579
H -0.1286 -1.5585 -1.3246
H -1.3602 1.2857 0.9634
H -2.5029 -1.4551 -0.1300
C -2.3328 -0.4518 -0.5169
N 1.2045 0.2377 1.2213
H -1.8169 0.3903 -2.1816
H 0.8689 0.7100 2.0574
N 0.3822 -1.3993 -0.4604
C -1.0824 0.3895 0.4413
H 3.1145 1.1079 1.5355
C 2.4142 0.8475 0.7185
H -3.2139 0.1624 -0.3225
O -2.0621 -0.5024 -1.8945
H 2.9342 0.1554 0.0407
*
```

Values from the calculation:
* relative energy (zero: lowest compared OMol25 entry of this formula, charge and spin): 94.2 kcal/mol
* highest occupied orbital energy: -8.1 eV
* gap between HOMO and LUMO: 9.0 eV

=====

Computed, not measured: a molecular structure, C32H50AsInN2O2S2, with the ωB97M-V functional and the def2-TZVPD basis.

Geometry as ORCA input:
```
! RIJCOSX wB97M-V def2-TZVPD def2/J DEFGRID3
* xyz 2 1
C -0.8747 -2.5422 -3.5361
H 4.6244 2.4563 -3.0920
H -0.4556 5.8786 0.1357
H -2.3023 -2.7473 0.6688
H -3.6089 2.7333 -0.5690
H 4.4243 -2.7437 1.7841
C -2.0538 -2.8933 -0.3823
H 1.5985 -0.6488 2.4088
C -1.1079 1.9015 4.5966
H 0.0213 3.2253 3.3064
H 1.9518 -4.6179 0.9198
C -3.6854 0.0110 -4.7892
H -4.2026 -0.5789 -5.5338
C -4.3762 1.9847 -0.3940
C 1.0509 -3.3083 -0.5326
H -2.4649 1.0350 -6.2215
H 4.3884 0.2944 3.2163
H -1.9085 -2.7747 -3.2779
C 3.6197 0.7105 -2.2729
O -2.3959 0.2288 -0.0433
S -3.7259 0.3511 -0.7829
C 4.2243 -2.0582 0.9688
H -3.9940 0.4085 5.1332
C -2.7089 0.9186 -5.1741
C -2.3411 1.5294 -2.8777
H -1.8802 1.9442 5.3668
H -3.0685 -4.7402 -0.7594
H -1.8064 2.1057 -2.1317
C -0.6639 3.2888 4.1543
H 4.9766 2.1772 -1.3827
H -1.2983 2.4078 -4.5235
H -0.8187 -0.5305 -2.7276
H 0.7604 -1.3011 -2.8382
C -0.8513 3.7093 0.0943
H -2.8030 -2.3640 -0.9688
C 4.6743 -1.3057 -1.2588
N -0.0626 2.6192 0.1111
C 2.3015 2.1342 0.2094
H 0.2311 -4.3536 1.1938
C -3.3187 0.6172 -2.5049
C 3.3092 -1.0316 1.1508
H -0.2905 -3.4619 -3.4936
C 4.8049 1.6867 -2.3418
H -1.5130 3.9109 3.8734
C -3.8486 -0.3827 4.3973
H -0.1414 3.7811 4.9728
H 1.4000 -3.0855 1.5917
C 3.3016 0.3641 3.2548
H -4.6893 1.9908 0.6490
H -4.7675 -0.8407 -3.1345
H -1.5917 -4.5791 -1.7017
S -1.7968 1.0091 3.1785
C -2.0429 1.6834 -4.2216
As -0.3529 -1.9520 -0.7027
C 3.7710 -0.2555 -1.1216
H -2.2480 -1.2793 3.2321
H -4.1856 -1.3182 4.8405
N 2.0703 0.8571 0.2514
H 3.5866 0.1441 -3.2049
H -5.2380 2.1596 -1.0374
H 0.8101 -4.0883 -1.2564
C 1.1579 -3.8730 0.8802
H 2.8160 -1.7205 3.1037
H 2.9949 0.3596 4.3010
C 1.2504 4.4627 0.2002
H -1.7324 -0.7136 4.8351
H -0.2694 1.2965 4.9434
H 5.2105 -1.4107 -2.1947
C -2.3875 -0.5073 3.9891
In -0.1011 0.5094 0.3731
C 4.9006 -2.2038 -0.2321
H -1.5115 -4.9658 0.0204
O -0.5145 0.5454 2.4573
H -0.8625 -2.1894 -4.5668
C -0.0806 4.8687 0.1462
C 2.6743 -0.8209 2.5040
H -1.9252 3.6266 0.0565
C -3.9982 -0.1436 -3.4460
H 1.9854 -2.8320 -0.8358
H 2.1210 5.0982 0.2522
H -4.4822 -0.1732 3.5351
H 2.6833 1.2660 -2.2020
C 1.2430 3.0650 0.1887
C -2.0399 -4.3806 -0.7295
H 3.0060 1.3177 2.8173
H 3.3233 2.5070 0.2093
H 5.6173 -3.0038 -0.3632
C 3.0785 -0.1321 0.0954
C -0.2927 -1.4794 -2.6078
H 5.7184 1.1530 -2.5997
*
```

Values from the calculation:
* highest occupied orbital energy: -13.2 eV
* gap between HOMO and LUMO: 8.0 eV

=====

Computed, not measured: a molecular structure, C9H16CeClI2N3O2P at a distorted geometry, with the ωB97M-V functional and the def2-TZVPD basis.

Geometry as ORCA input:
```
! RIJCOSX wB97M-V def2-TZVPD def2/J DEFGRID3
* xyz 2 2
H 2.5777 2.5085 3.1106
C 1.1832 1.0170 3.0644
H -1.1233 0.0832 -5.2385
H 1.5907 1.4399 5.1550
C -0.4836 -0.5621 2.6265
C 0.9947 0.8605 4.4519
H -2.4650 -1.0958 5.0690
N 2.0269 1.9029 2.5222
H 0.4494 2.4019 -3.8935
C -1.7527 -1.6221 4.4256
O -1.1726 -1.1931 1.7395
I -0.3162 -3.2762 -1.3044
H 1.2001 -0.9708 -5.1886
H 1.1768 1.2694 -5.1021
C 1.1020 -1.2755 -4.1412
C 1.0472 1.4960 -4.0355
C -2.3913 -0.1973 -1.0736
Ce 0.0604 -0.4433 -0.1819
H -1.9451 -0.8098 -3.8958
P 0.2338 0.0567 -3.2448
N 0.5099 0.2438 2.1730
Cl 2.5778 -0.2118 -0.7073
H -2.2624 -2.0271 3.5526
H 2.0851 -1.4021 -3.6768
I -0.5379 2.4616 -0.7326
C -1.3627 0.0818 -4.1635
N -0.7254 -0.6845 3.9567
H -1.9256 0.9831 -3.8867
O -3.4874 0.1444 -1.0923
H 2.0234 1.6406 -3.5583
H -1.2847 -2.4286 5.0006
C 0.0295 -0.0053 4.8777
H 0.5458 -2.2116 -4.0319
H -0.2182 -0.2281 5.9150
H 2.0397 2.0537 1.5087
*
```

Values from the calculation:
* expectation value of S²: 0.807
* highest occupied orbital energy (alpha / beta): -15.7 / -15.2 eV
* gap between HOMO and LUMO (alpha / beta): 6.7 / 4.4 eV

=====

Computed, not measured: C4H6NOP in the gas phase at a distorted geometry, with the ωB97M-V functional and the def2-TZVPD basis.

Geometry as ORCA input:
```
! RIJCOSX wB97M-V def2-TZVPD def2/J DEFGRID3
* xyz 0 1
H -0.1906 1.3870 1.9948
H 0.4923 -2.5797 -1.0866
P -1.6747 -0.2765 0.5736
C -0.1263 0.5250 1.2058
H 2.4234 -1.2891 -0.0240
H 1.9868 0.5315 1.5609
N -2.0241 0.9487 -0.9321
O -0.9765 -1.6041 -0.0424
H -2.6083 0.3214 -1.4734
C 1.0941 -0.0218 1.0659
C 0.4039 -1.7646 -0.3650
C 1.4137 -1.1916 0.3180
H -2.6572 1.6182 -0.6093
*
```

Values from the calculation:
* relative energy (zero: lowest compared OMol25 entry of this formula, charge and spin): 13.3 kcal/mol
* highest occupied orbital energy: -8.2 eV
* gap between HOMO and LUMO: 8.7 eV

=====

Computed, not measured: a molecular structure, C53H44F5GeN7O2SeZr at a distorted geometry, with the ωB97M-V functional and the def2-TZVPD basis.

Geometry as ORCA input:
```
! RIJCOSX wB97M-V def2-TZVPD def2/J DEFGRID3
* xyz 0 1
F -5.6080 -0.7735 -4.1095
H 4.7418 -1.8901 -3.8397
H -1.1123 5.1493 5.0519
H 5.3072 -0.5108 2.5064
O -1.6470 -0.0696 -0.1384
C 0.6887 -2.9597 3.8508
H 0.5965 4.9776 5.4367
C -2.5605 -0.3242 2.0357
C 4.7098 -0.6663 1.6162
C 1.6525 -2.1768 2.9551
H 0.5947 -1.8883 -4.7722
C -4.4973 -1.1213 -3.4658
N 0.7904 -2.7845 0.1436
N -1.1798 -6.0704 -2.0352
H 2.5727 -6.1252 -3.1741
C 1.3106 -5.1912 -4.6374
H -1.0849 6.4010 1.1886
C 0.6913 -3.9248 -0.0940
C -0.1479 3.5060 4.0440
Ge 2.2123 -1.1005 -2.4497
C -3.8091 4.6785 -0.1515
C -2.1434 -0.7463 -3.0296
C 1.0289 -2.8114 -4.4076
H 2.4794 1.7475 -3.5389
C 4.6182 -0.8305 -4.0426
C 1.8453 -2.8049 -3.2709
H 6.2018 1.7031 -5.6357
H 1.0917 -6.1160 -5.1554
H 1.3983 -0.1621 4.2848
C 0.3404 2.2235 4.1930
C -3.2979 0.1671 3.1049
C 3.4895 -0.1535 -3.5766
C -0.3750 -5.7136 -1.2926
H 3.8299 -3.1398 -0.5059
H -5.6546 1.4675 4.2123
C 4.3239 1.8682 -4.6146
H -1.7309 6.6425 -0.4058
C 5.5908 -0.1674 -4.7773
F -3.3610 0.6084 -4.5293
C -0.8005 3.4656 0.2115
C -3.8320 1.4425 3.0569
H 5.1733 -2.7651 1.4800
N 2.4711 -6.7743 0.5778
H 2.8358 1.0359 -0.6041
Se -0.6130 0.3437 -3.4040
H -3.4401 -0.4693 3.9708
C -0.3279 3.1566 1.6214
C -0.6790 -3.3026 3.2562
H 1.2031 -3.8861 4.1177
Zr 0.2146 -0.6698 0.1542
C 1.0530 0.0485 3.2683
N 1.1098 -0.9055 2.4133
H 0.1145 -3.9852 -5.9485
H -4.7247 4.3420 0.3435
C 4.0358 0.3884 1.0369
H -1.8811 2.0371 -0.9985
H -3.9070 3.2498 1.9570
C -0.3198 4.4211 5.2280
C -3.3232 -0.4219 -3.6766
F -1.0858 -2.2218 -1.5167
C 3.8711 -2.1424 -0.0929
C 0.6678 0.0014 -1.9831
C -0.4848 3.9407 2.7533
H 4.2028 2.9201 -4.8416
C -4.6866 1.9713 4.1788
H 0.5120 -2.4107 4.7800
H -0.5853 -3.7662 2.2676
H -0.7363 4.9034 -1.2002
C -2.2024 -1.8256 -2.1754
C 0.2707 1.9057 1.8127
H 4.0947 1.3813 1.4658
C -1.5934 5.8840 0.3691
H -0.0697 2.9666 -0.4223
C 2.4017 -4.0128 -2.8500
H -1.1698 -4.0228 3.9122
H 0.5653 1.8344 5.1816
H -0.8901 4.9378 2.6560
H -3.5064 6.2812 1.2294
N -1.4897 -2.0948 3.2393
H -0.5747 3.8593 6.1271
C -4.5193 -2.1772 -2.5745
C 3.1703 -1.0876 -0.7045
C 0.5494 1.4064 3.0779
H -4.8728 3.0391 4.0619
H -4.1389 5.3783 -0.9233
C 2.1396 -5.1975 -3.5275
O 0.5996 1.1591 0.7510
C 3.3537 1.1993 -3.8757
C -1.8931 -1.6427 2.1328
H 2.5648 -1.9487 3.5100
H 3.0430 -4.0534 -1.9814
C -2.9485 5.4109 0.8686
H -4.2057 1.8173 5.1463
N -0.7123 4.8590 -0.1938
C 0.6096 -5.2602 -0.3653
H 6.4617 -0.7045 -5.1321
F -3.3634 -3.5211 -1.0296
C 3.2827 0.1764 -0.1203
H -2.7983 4.7723 1.7419
H -2.8464 3.8406 -1.7508
F -5.6467 -2.8435 -2.3515
C -2.7464 1.8079 0.8867
H -1.7280 -2.1944 1.1901
C 4.6334 -1.9357 1.0394
C 0.7593 -3.9962 -5.0788
C -3.3582 -2.5301 -1.9144
C -2.1962 2.7106 -0.2030
C -2.3381 0.4729 0.9107
C 1.6247 -6.1121 0.1614
C 5.4442 1.1848 -5.0616
H 1.9517 -2.7937 2.1160
H 1.0686 1.0082 -1.8408
C -3.5272 2.2398 1.9539
N -3.1872 3.5569 -0.8461
*
```

Values from the calculation:
* highest occupied orbital energy: -8.1 eV
* gap between HOMO and LUMO: 7.5 eV

=====

Computed, not measured: C2H7ClO2Si in the gas phase at a distorted geometry, with the ωB97M-V functional and the def2-TZVPD basis.

Geometry as ORCA input:
```
! RIJCOSX wB97M-V def2-TZVPD def2/J DEFGRID3
* xyz 0 1
O -1.8351 -0.2258 -0.2788
O -0.1057 0.9372 -1.6743
H 0.7449 -2.0055 0.6947
H -2.3654 -1.0324 -0.0643
Cl 0.1547 -2.4838 -1.5492
Si -0.3628 0.2255 -0.2769
H 1.8365 -1.1596 -0.5640
H -0.5176 0.9108 2.0505
H -0.1511 2.4785 1.1929
H 0.7473 1.1594 -1.9897
C 0.7407 -1.4164 -0.3029
C 0.0415 1.3895 1.2097
H 1.0723 1.2227 1.5523
*
```

Values from the calculation:
* relative energy (zero: lowest compared OMol25 entry of this formula, charge and spin): 13.2 kcal/mol
* highest occupied orbital energy: -9.7 eV
* gap between HOMO and LUMO: 10.2 eV

=====

Computed, not measured: a molecular structure, C35H37BrP2Ti at a distorted geometry, with the ωB97M-V functional and the def2-TZVPD basis.

Geometry as ORCA input:
```
! RIJCOSX wB97M-V def2-TZVPD def2/J DEFGRID3
* xyz 2 1
H 3.2539 -0.4179 0.8656
C -1.1884 -4.8913 2.2260
H 0.2441 7.3613 -1.0726
C -0.7885 -3.3657 0.4023
H 0.6630 1.2580 -1.5922
H 0.2437 -5.2589 0.6371
H -1.2158 6.7800 0.8592
Ti -1.6817 0.7271 1.7314
C -0.5099 -4.5741 1.0420
C -3.6535 1.2862 1.7059
C -2.4524 -2.8388 2.0756
Br -1.1970 0.0973 3.9448
C -2.1467 -4.0160 2.7595
H 3.8672 1.2306 4.9084
H 1.0581 -0.4182 2.1134
C -0.6384 -0.2719 -0.9159
C 0.8225 4.0067 -0.9793
H 4.0870 0.5207 -2.9543
H 0.6699 -1.9194 -2.9998
H -0.9519 -5.8154 2.7516
H 3.8361 -3.7352 -1.4620
H 2.1349 3.7649 1.8719
C 3.0710 0.3233 -2.5531
H 3.5830 -1.6179 -3.3657
P -2.0422 -0.8881 0.0529
H 2.7611 1.4575 -0.6820
C 2.4641 0.2705 3.5647
H -5.3151 0.8845 -3.1873
C 1.4695 1.7086 1.8681
C 3.2149 1.3536 4.0329
C 1.6219 0.4518 2.4714
C 3.3672 -0.5176 -0.2220
C -4.9502 -0.0210 -2.6937
H -5.6652 -3.3562 -2.4159
H -0.2213 -3.0340 -0.4598
H -3.8548 1.0834 2.7798
C -4.0339 -2.3485 -1.4100
C 3.2095 -3.0264 -0.8896
H 2.5248 -0.7045 4.0522
H 4.6183 -1.5609 -1.6370
P 0.0393 1.9665 0.6956
H -4.3170 0.6453 1.1204
C 1.8894 -2.8192 -1.5567
C -0.7197 4.6803 0.7945
H 3.7205 3.4456 3.7602
C 1.6314 -1.9108 -2.5018
C 2.6587 -1.0518 -3.1554
C -5.1452 -2.4098 -2.2542
H 1.5170 5.5803 -2.2735
H 3.0295 -3.4931 0.0977
H 2.2567 -0.7956 -4.1469
H -3.7895 2.3655 1.4879
H 1.1847 -3.6004 -1.3022
H -3.1922 -2.1509 2.4858
H 4.8340 -2.0297 0.0487
H -3.3476 0.9909 -1.7048
C -0.6422 6.0046 0.3533
C 3.0288 0.4683 -1.0562
C 3.1101 2.6045 3.4031
H -1.3518 4.4195 1.6424
C 0.1797 6.3302 -0.7373
C -1.7762 -2.5098 0.8883
C 2.2318 2.7859 2.3390
C 0.0842 0.8875 -0.7436
H -2.6292 -4.2502 3.7061
C -5.6245 -1.2425 -2.8811
C 0.0440 3.6875 0.1399
C -3.3941 -1.1154 -1.1710
C 4.0661 -1.7646 -0.6978
H -3.6904 -3.2501 -0.9111
H -0.5152 -0.8555 -1.8416
H 1.3836 3.2310 -1.4997
C 0.9002 5.3338 -1.4135
C -3.8389 0.0311 -1.8543
H 2.4231 1.1107 -2.9800
H -6.5179 -1.2874 -3.5048
*
```

Values from the calculation:
* relative energy (zero: lowest compared OMol25 entry of this formula, charge and spin): 8.5 kcal/mol
* highest occupied orbital energy: -13.8 eV
* gap between HOMO and LUMO: 6.2 eV